Record 1
Formula: C22H21N17O8STc
Source: the Open Molecules 2025 dataset
Level of theory: the ωB97M-V functional and the def2-TZVPD basis

XYZ file:
```
70
Properties=species:S:1:pos:R:3:nbo_charge:R:1
N -3.22658 -2.65910 0.02836 -0.1383
C -0.01633 3.54560 -0.38081 -0.1842
N -1.63986 -0.49121 1.28033 -0.6291
C -3.77323 0.47692 0.84995 0.6596
H 1.50884 0.58081 1.65201 0.2377
H -3.02798 -3.09578 -4.12946 0.4413
N 0.47958 -1.23749 -0.67122 -0.8844
C 0.45569 -5.13933 0.75372 -0.2717
H -5.52162 1.44622 0.70489 0.4564
H 5.64411 -2.12233 1.66489 0.2160
H 4.81729 -1.87847 4.69590 0.2254
H 2.12720 -5.56225 -0.53096 0.2228
C 1.42234 -4.81567 -0.18778 -0.1384
N -4.87179 1.02287 1.35063 -0.7585
H 0.17212 2.87250 -2.40410 0.2648
C 0.89787 5.99925 -1.30099 -0.1792
N 0.72216 6.93527 0.97302 0.5238
O -3.93793 0.56936 -2.55026 -0.3223
O -0.41328 1.92596 1.31817 -0.6878
H -5.02728 1.04282 2.34232 0.4112
N -4.00090 -3.57367 -0.40943 -0.0460
H 5.04319 -0.13310 4.71236 0.2210
C 0.55225 -2.61128 -0.26809 0.3639
H 0.38075 -6.13131 1.17506 0.2271
C 4.72787 -1.54412 1.66935 -0.2204
C 0.28745 3.71107 -1.72913 -0.1102
H -0.09053 4.46549 1.56684 0.2601
O 0.34432 6.76540 2.11399 -0.3790
C 0.57794 5.79962 0.02826 0.0692
C 0.75097 4.93755 -2.18207 -0.2152
H -0.96301 0.24687 1.55344 0.4485
H 2.83050 0.35411 3.71834 0.2137
H 1.25562 6.96523 -1.62476 0.2494
N -1.41806 -1.24302 -4.96258 -0.3513
N -2.91122 -0.08547 1.71985 -0.4022
O 1.63794 0.92282 -1.13425 -0.9367
H 6.19821 -1.16919 3.86907 0.2217
O -0.96389 1.45003 -0.79987 -0.6769
C -3.01902 -2.80046 -2.10702 0.4853
C 3.98048 -1.44169 0.50409 -0.1798
C 4.32442 -0.91122 2.83833 0.0114
C 3.14728 -0.16130 2.81919 -0.2086
Tc -1.41721 -0.46829 -0.87521 1.4662
H -1.19901 -4.32565 1.86988 0.2012
C 1.48415 -3.53980 -0.71953 -0.2782
N -3.41769 0.36745 -0.43572 -0.4635
O 2.62253 -1.16979 -2.02069 -0.9344
N -1.31028 -0.61137 -2.87146 -0.4126
H -3.03922 0.03411 2.71110 0.4015
C 2.80928 -0.70263 0.51350 -0.2962
C -1.80587 -1.49845 -3.73997 0.4836
C 0.13277 4.59139 0.51842 -0.1620
H 2.19480 -3.30110 -1.49422 0.2625
H 1.00088 5.06770 -3.22583 0.2295
H 4.30375 -1.92372 -0.40784 0.2424
H -1.43031 -1.43343 1.61412 0.4592
C -0.41723 -4.14030 1.14215 0.0739
N -0.35144 -2.89932 0.66281 -0.5129
S 1.91663 -0.47252 -0.98713 2.3386
O -5.26046 1.50266 -1.13364 -0.4236
N -3.90722 -3.70675 -1.75620 -0.3563
C 2.39218 -0.04627 1.66741 -0.1984
N -2.55038 -2.14197 -1.04438 -0.4304
N -0.63522 -0.13328 -4.83695 -0.0374
N -4.26904 0.85471 -1.43340 0.6601
C 5.14242 -1.02591 4.09564 -0.6326
C -0.48252 2.23023 0.12971 0.8401
N -2.62041 -2.54914 -3.38958 -0.5741
N -0.54981 0.24900 -3.62662 -0.0830
O 1.20004 7.96414 0.54403 -0.3734
```

Energy above the lowest of the compared OMol25 structures with the same formula, charge and spin = 0.000 eV
LUMO (alpha / beta) = -0.02580 / -0.07655 Ha
Multiplicity = 4
Max |F| = 0.0169 Eh/bohr
Electronic energy = -77894.218 eV



Record 2
Formula: C22H21N3O4S
Source: the Open Molecules 2025 dataset
Level of theory: the ωB97M-V functional and the def2-TZVPD basis

XYZ file:
```
51
Properties=species:S:1:pos:R:3:nbo_charge:R:1
H 3.32171 2.22696 -2.21462 0.2341
C -1.77816 2.37956 0.69813 0.0938
H 0.79788 -3.04951 3.12932 0.2141
C 4.02652 -0.09237 0.23093 -0.1214
C 2.99147 -0.69342 1.01337 -0.0431
C 3.98362 1.26352 -0.39183 -0.4256
C -3.54074 1.15123 1.01901 0.2611
H -1.27881 2.14923 -3.02566 0.2395
C -1.76768 -1.04585 -0.93058 -0.1993
H 1.38761 0.73332 1.22217 0.2176
C -1.54453 1.68966 1.84603 -0.3146
H -2.86814 0.21545 2.87223 0.2250
C -0.51177 -0.47554 -1.04068 -0.1504
N 4.67257 -2.16370 0.80015 -0.5218
C -4.87936 0.58044 0.67116 -0.2910
H 3.00929 -3.84825 2.36621 0.2146
H 0.31257 -0.91262 -0.49715 0.2203
H -1.92666 -1.93767 -0.34429 0.2319
H 3.36641 1.92637 0.21605 0.2193
C -2.83762 -0.46513 -1.58204 -0.3293
C -2.68291 0.66710 -2.35635 -0.1825
N 2.06764 0.65334 -1.83540 -0.6078
H -3.54749 1.08349 -2.84782 0.2475
C 2.65908 -2.85820 2.11416 -0.2378
O 0.99441 2.63604 -1.96009 -0.6290
H -5.56155 0.66890 1.52342 0.2258
C 1.42835 -2.40388 2.53645 -0.2170
C 0.95996 1.42398 -1.86108 0.6603
C -1.43073 1.24514 -2.45598 -0.1649
O -5.41091 -0.42753 -2.12490 -0.9354
H 4.04194 0.61176 -2.46094 0.1944
C 3.39779 1.21380 -1.81405 -0.2125
O -4.40776 -2.57487 -1.40944 -0.9331
H 4.98944 1.68201 -0.45066 0.2203
C 0.97859 -1.11921 2.21721 -0.2372
H -5.30019 1.11712 -0.18096 0.2487
C -2.69198 0.88630 2.05568 -0.3251
C 5.02145 -1.02096 0.13108 -0.0185
H 0.00729 -0.80222 2.56672 0.2122
H 5.24686 -2.98391 0.89156 0.4142
H -1.18961 3.09199 0.15511 0.2217
H 1.98289 -0.33759 -1.67911 0.4038
N -4.82836 -0.81220 0.27616 -0.8413
H 5.96819 -0.94770 -0.36944 0.2112
O -2.98020 2.05966 0.19257 -0.4021
H -4.33584 -1.41887 0.91184 0.3995
S -4.47382 -1.14718 -1.31943 2.3163
C -0.34149 0.68388 -1.79340 -0.1316
C 1.74460 -0.25742 1.46413 -0.2268
H -0.67862 1.75027 2.47242 0.2284
C 3.43678 -1.99474 1.35265 0.1235
```

Energy above the lowest of the compared OMol25 structures with the same formula, charge and spin = 1.198 eV
LUMO = 0.01118 Ha
Max |F| = 0.0199 Eh/bohr
SMILES = O=C(NCCc1c[nH]c2ccccc12)c1ccc(S(=O)(=O)NCc2ccco2)cc1
Electronic energy = -46650.570 eV



Record 3
Formula: C22H21N3O5
Source: the Open Molecules 2025 dataset
Level of theory: the ωB97M-V functional and the def2-TZVPD basis

XYZ file:
```
51
Properties=species:S:1:pos:R:3:nbo_charge:R:1
O -1.56683 -1.71978 2.20949 -0.6832
C 0.48899 -0.23171 -0.86808 0.7155
C -2.04118 -0.61339 1.67007 0.7941
H 1.16542 -2.61891 -2.43930 0.2137
C 1.95861 1.72180 -0.07864 -0.4268
C -3.19903 1.50766 -0.34853 -0.1435
O -0.18993 0.21449 -1.76826 -0.6370
C 3.88916 0.53573 0.98098 0.0457
C 5.24133 0.24862 1.07239 -0.2243
O 2.21464 -2.71771 0.75334 -0.6076
C 5.67128 1.63156 -0.83726 -0.2085
H 1.67474 2.06859 -1.07431 0.2394
H 5.59253 -0.41204 1.85098 0.2143
H 3.95887 2.55661 -1.72798 0.2106
H 2.50720 0.60342 2.64684 0.2146
N 1.74196 -0.48408 1.05900 -0.4199
H -1.12727 -3.73964 -2.33392 0.2461
H 6.36327 2.05683 -1.54857 0.2148
C -3.07715 -0.83825 0.53604 -0.1880
H 0.83137 -3.54227 -0.95171 0.2550
N 0.84390 -1.52847 -0.68726 -0.4783
C 4.31995 1.91204 -0.93960 -0.1914
C 3.42051 1.37435 -0.03077 -0.0559
C 1.05251 0.53860 0.31484 -0.1457
C 2.86367 -0.09714 1.88440 -0.2553
C -5.17370 0.53274 0.60271 -0.1906
C -5.86789 1.70588 0.36625 -0.2073
H -3.75826 -1.64150 0.84855 0.2325
C -3.83717 0.42380 0.24324 -0.0489
H -1.15762 -1.99596 -2.70078 0.2317
H -5.77138 3.69740 -0.41111 0.2147
C 0.54529 -2.66381 -1.53791 -0.2108
H -6.90763 1.77985 0.64797 0.2152
H -5.67354 -0.30367 1.06990 0.2107
H 7.18710 0.58288 0.25127 0.2154
H -3.39325 3.51680 -1.04342 0.2147
H 3.25496 -0.99253 2.36902 0.2446
C -0.93422 -2.74224 -1.93945 -0.4995
H -2.12197 -0.59961 -1.33549 0.4397
H 1.78287 2.54460 0.62035 0.2285
N -2.34367 -1.29720 -0.63692 -0.6017
O -1.66518 0.47845 2.00054 -0.5951
H -2.15624 1.44636 -0.62274 0.2128
C -5.23019 2.78114 -0.22811 -0.2044
H 0.20244 0.91571 0.90299 0.2658
C -1.78356 -2.51344 -0.70783 0.7017
C -3.89622 2.67940 -0.58366 -0.2206
H -1.80700 -2.53378 1.69008 0.5217
C 6.13360 0.80446 0.17213 -0.2064
O -1.91463 -3.34965 0.17821 -0.6706
C 1.68854 -1.68302 0.44001 0.8081
```

Energy above the lowest of the compared OMol25 structures with the same formula, charge and spin = 0.000 eV
LUMO = 0.02379 Ha
Max |F| = 0.0129 Eh/bohr
SMILES = O=C(CCN1C(=O)[C@@H]2Cc3ccccc3CN2C1=O)N[C@@H](C(=O)O)c1ccccc1
Electronic energy = -37865.888 eV



- max |F| of number 2 (C22H21N3O4S)?
  0.0199 Eh/bohr